This record from the Open Molecules 2025 dataset describes a single C8H13N2O2P molecule at a distorted geometry. The level of theory is ωB97M-V with the def2-TZVPD basis set.

```
26
C8H13N2O2P (ωB97M-V with the def2-TZVPD basis set)
N -0.276 -2.506 -0.790
P 0.862 -1.410 -1.206
O 0.968 -0.760 -2.619
C 2.650 -1.737 -0.908
N 3.116 -0.358 -1.043
O 0.599 -0.245 -0.254
C -0.171 -0.474 1.008
C -1.233 0.611 1.237
C -1.407 1.344 2.392
C -2.495 2.172 2.488
C -3.324 2.453 1.468
C -3.197 1.690 0.331
C -2.201 0.776 0.186
H -0.420 -3.133 -1.467
H 1.590 -0.036 -2.575
H 2.739 -2.086 0.131
H 2.969 -2.453 -1.799
H 4.178 -0.251 -0.999
H 2.681 0.200 -0.219
H 0.572 -0.437 1.738
H -0.437 -1.437 0.733
H -0.717 1.218 3.278
H -2.618 2.755 3.451
H -4.148 3.114 1.553
H -3.722 1.957 -0.559
H -2.240 0.149 -0.654
```

Its spin multiplicity is 1. Its largest force on an atom is 0.1095 Eh/bohr. As for the SMILES: N=[P@](O)(CN)OCc1ccccc1. The value obtained for the total energy is -24870.1824 eV. Its HOMO energy is -8.81 eV. As for the frontier orbital gap: 9.56 eV. Its net charge is 0.

***

This record from the Open Molecules 2025 dataset describes 2 unconnected molecules or ions with the total composition C26H31Cl3F3O3. The level of theory is ωB97M-V with the def2-TZVPD basis set.

```
66
C26H31Cl3F3O3 (ωB97M-V with the def2-TZVPD basis set)
C -5.916 -2.294 -0.353
C -4.550 -1.681 -0.460
Cl -4.119 -0.642 0.858
C -3.680 -1.890 -1.445
Cl -4.130 -2.938 -2.748
C -2.324 -1.283 -1.467
C -2.051 -0.175 -2.285
C -3.088 0.437 -3.218
C -4.368 0.991 -2.558
C -5.672 0.383 -3.035
Cl -5.781 0.253 -4.817
C -0.788 0.407 -2.270
C 0.202 -0.124 -1.450
C -0.045 -1.244 -0.666
C -1.311 -1.851 -0.647
C -1.630 -3.057 0.206
C -1.189 -4.366 -0.462
F -1.073 -2.937 1.472
C 1.136 -1.719 0.132
O 1.371 -2.880 0.330
C 2.029 -0.641 0.629
C 2.623 -0.871 1.989
C 3.684 -2.009 2.062
C 3.322 -3.155 2.996
F 3.017 -4.328 2.310
C 2.265 0.454 -0.117
C 3.204 1.520 0.403
C 3.365 2.790 -0.385
C 2.071 3.552 -0.623
F 4.090 2.599 -1.571
C 1.559 0.512 -1.423
O 1.996 0.996 -2.433
H -6.218 -2.265 0.690
H -5.896 -3.315 -0.714
H -6.633 -1.680 -0.896
H -3.329 -0.315 -3.969
H -2.589 1.243 -3.745
H -4.419 2.055 -2.787
H -4.278 0.915 -1.478
H -5.867 -0.601 -2.629
H -6.495 1.023 -2.730
H -0.538 1.275 -2.861
H -2.695 -3.139 0.380
H -1.304 -4.240 -1.538
H -0.169 -4.599 -0.192
H -1.876 -5.157 -0.169
H 1.786 -1.194 2.613
H 2.989 0.049 2.431
H 4.584 -1.560 2.479
H 3.893 -2.415 1.079
H 2.463 -2.922 3.624
H 4.153 -3.404 3.656
H 2.823 1.840 1.381
H 4.187 1.100 0.609
H 3.993 3.435 0.227
H 2.003 4.308 0.157
H 2.105 4.091 -1.566
H 1.176 2.940 -0.535
C 4.536 5.166 3.155
C 3.434 4.243 3.725
O 3.209 3.174 2.938
H 4.252 5.546 2.169
H 4.706 6.036 3.811
H 5.482 4.628 3.063
H 2.551 4.917 3.893
H 3.763 4.014 4.774
```

Its spin multiplicity is 1. Its largest force on an atom is 0.0178 Eh/bohr. The value obtained for the total energy is -79327.0444 eV. Its HOMO energy is -3.21 eV. As for the frontier orbital gap: 4.83 eV. Its net charge is -1.

***

This record from the Open Molecules 2025 dataset describes a single C4H7N3O molecule at a distorted geometry. The level of theory is ωB97M-V with the def2-TZVPD basis set.

```
15
C4H7N3O (ωB97M-V with the def2-TZVPD basis set)
H -3.403 -0.925 0.194
N -2.569 -0.363 0.499
C -1.553 -0.995 -0.113
N -0.219 -0.369 -0.046
C 0.851 -1.220 -0.073
N 2.114 -0.778 -0.059
H 2.688 -1.553 -0.276
C -0.240 1.006 -0.106
C 0.854 1.822 0.355
O -1.106 1.669 -0.706
H -1.561 -2.024 -0.831
H 0.601 -2.329 -0.413
H 1.793 1.565 -0.023
H 0.599 2.937 0.179
H 1.151 1.557 1.417
```

Its spin multiplicity is 1. Its largest force on an atom is 0.1109 Eh/bohr. As for the SMILES: [H]/N=C/N(/C=N/[H])C(C)=O. The value obtained for the total energy is -10776.8907 eV. Its HOMO energy is -9.66 eV. As for the frontier orbital gap: 10.20 eV. Its net charge is 0.

***

This record from the Open Molecules 2025 dataset describes 2 unconnected molecules or ions with the total composition C7H13N2O at a distorted geometry. The level of theory is ωB97M-V with the def2-TZVPD basis set.

```
23
C7H13N2O (ωB97M-V with the def2-TZVPD basis set)
O 0.569 0.655 0.703
C 1.313 0.954 1.622
C 0.806 1.136 3.034
C 2.796 1.162 1.414
H -0.283 0.968 3.077
H 1.019 2.159 3.388
H 1.299 0.419 3.713
H 3.080 2.190 1.696
H 3.372 0.456 2.035
H 3.062 1.000 0.356
C -2.040 -1.189 -2.519
C -1.174 -1.262 -1.455
C -1.565 0.896 -1.914
N -2.257 0.144 -2.773
N -0.907 0.048 -1.115
C -0.584 -2.426 -0.740
H -2.511 -1.979 -3.105
H -1.540 1.985 -1.873
H -2.867 0.526 -3.519
H -0.283 0.349 -0.344
H -0.949 -3.361 -1.198
H -0.873 -2.420 0.324
H 0.517 -2.409 -0.806
```

Its spin multiplicity is 1. Its largest force on an atom is 0.0341 Eh/bohr. The value obtained for the total energy is -12492.0379 eV. Its HOMO energy is -13.31 eV. As for the frontier orbital gap: 10.95 eV. Its net charge is +1.

***

This record from the Open Molecules 2025 dataset describes 6 unconnected molecules or ions with the total composition C44H45BIO7 at a distorted geometry. The level of theory is ωB97M-V with the def2-TZVPD basis set.

```
98
C44H45BIO7 (ωB97M-V with the def2-TZVPD basis set)
C 2.667 -0.539 4.203
B 2.390 0.839 5.072
O 3.249 1.121 6.191
C 1.177 1.777 4.535
C -0.174 1.314 4.707
C -0.567 -0.068 5.398
O -1.265 -0.877 4.671
O -0.209 -0.456 6.665
C -1.306 2.294 4.093
O -2.384 2.536 4.688
C -0.896 2.951 2.671
C -2.017 3.016 1.538
C -2.118 1.497 0.935
C -1.115 1.257 -0.290
O -1.240 1.876 -1.397
O 0.000 0.371 -0.193
C 0.454 3.403 2.484
C 0.975 4.022 1.096
C 2.490 4.540 1.124
C 3.601 3.404 1.312
I 3.385 1.663 0.023
C 1.404 3.190 3.780
O 2.219 4.060 4.188
H 2.312 -0.290 3.127
H 3.777 -0.802 4.126
H 2.006 -1.410 4.547
H 4.151 0.798 5.940
H -1.734 3.692 0.665
H -3.061 3.251 1.934
H -1.739 0.811 1.789
H -3.191 1.171 0.725
H 0.493 0.336 -1.047
H 0.255 4.874 0.782
H 0.804 3.195 0.303
H 2.666 5.103 0.135
H 2.589 5.292 1.976
H 3.734 3.035 2.388
H 4.615 3.888 1.030
C -3.235 -6.199 5.361
C -3.035 -4.968 4.742
C -2.372 -3.947 5.417
C -1.899 -4.161 6.708
C -2.096 -5.392 7.326
C -2.768 -6.410 6.655
H -3.756 -6.993 4.836
H -3.398 -4.804 3.732
H -2.221 -2.985 4.937
H -1.378 -3.366 7.232
H -1.726 -5.559 8.333
H -2.926 -7.369 7.139
C -4.046 -2.690 -1.993
C -2.744 -2.310 -1.682
C -2.298 -2.361 -0.364
C -3.153 -2.804 0.642
C -4.454 -3.188 0.330
C -4.902 -3.127 -0.986
H -4.394 -2.646 -3.019
H -2.075 -1.972 -2.467
H -1.286 -2.058 -0.121
H -2.804 -2.849 1.669
H -5.119 -3.534 1.115
H -5.918 -3.421 -1.227
C -5.693 -5.303 -3.961
C -6.988 -5.631 -4.346
C -7.372 -5.506 -5.678
C -6.456 -5.061 -6.627
C -5.159 -4.736 -6.242
C -4.778 -4.852 -4.908
H -5.395 -5.397 -2.921
H -7.701 -5.985 -3.608
H -8.384 -5.756 -5.978
H -6.753 -4.968 -7.666
H -4.444 -4.390 -6.982
H -3.768 -4.593 -4.608
C 4.674 4.971 -2.439
C 6.044 4.739 -2.502
C 6.902 5.745 -2.937
C 6.389 6.987 -3.300
C 5.019 7.220 -3.234
C 4.161 6.211 -2.807
H 4.005 4.185 -2.102
H 6.445 3.773 -2.212
H 7.970 5.561 -2.993
H 7.058 7.773 -3.635
H 4.620 8.189 -3.515
H 3.092 6.392 -2.760
C 4.375 2.104 -4.748
C 4.893 1.090 -3.948
C 4.857 -0.230 -4.386
C 4.312 -0.535 -5.630
C 3.798 0.479 -6.432
C 3.825 1.798 -5.990
H 4.400 3.133 -4.405
H 5.324 1.329 -2.981
H 5.254 -1.021 -3.759
H 4.288 -1.564 -5.974
H 3.374 0.241 -7.402
H 3.420 2.588 -6.613
```

Its spin multiplicity is 1. Its largest force on an atom is 0.1208 Eh/bohr. The value obtained for the total energy is -69466.3215 eV. Its HOMO energy is -5.12 eV. As for the frontier orbital gap: 6.83 eV. Its net charge is -1.